# 1
{"formula": "C3H5NO2", "method": "the ωB97M-V functional and the def2-TZVPD basis", "lumo_ev": 0.8660, "smiles": "[H]/N=C/OCC=O", "e_tot_ev": -8775.299, "e_above_lowest_kcal_mol": 55.25, "e_homo_ev": -9.738, "species": ["H", "N", "C", "O", "C", "C", "O", "H", "H", "H", "H"], "coordinates": [[1.3763, 1.7420, -0.5531], [0.8614, 0.8958, -0.4320], [1.4153, -0.2212, -0.6357], [0.6636, -1.2779, -0.3670], [-0.7079, -0.7896, 0.0496], [-1.1026, 0.5061, 0.8460], [-1.2871, 0.4928, 2.0405], [2.4329, -0.4078, -0.9949], [-0.9928, -1.6204, 0.6745], [-1.2641, -0.7235, -0.8874], [-1.3950, 1.4038, 0.2594]], "atomic_forces_ev_per_a": [[0.735, 0.257, -0.339], [0.415, 0.470, -0.162], [-0.276, 0.837, 0.221], [-0.726, 0.851, 0.544], [-0.067, -0.681, -0.078], [0.273, -0.299, 0.351], [0.395, -0.181, -0.643], [-0.318, -0.232, 0.139], [-0.524, -0.272, -0.013], [-0.067, -0.199, 0.066], [0.160, -0.551, -0.087]], "mulliken_charge": [0.186, -0.489, 0.073, -0.354, -0.354, 0.077, -0.490, 0.388, 0.303, 0.280, 0.380]}

# 2
{"formula": "C3H5NO2", "method": "the ωB97M-V functional and the def2-TZVPD basis", "lumo_ev": 0.7695, "smiles": "O=C1NCCO1", "e_tot_ev": -8777.313, "e_above_lowest_kcal_mol": 8.81, "e_homo_ev": -10.162, "species": ["O", "C", "N", "C", "C", "O", "H", "H", "H", "H", "H"], "coordinates": [[-1.5315, 1.7456, 1.2531], [-0.9006, 0.8979, 0.6816], [0.2253, 1.0722, -0.0992], [0.6820, -0.1635, -0.6722], [-0.0581, -1.1316, 0.2631], [-1.2063, -0.4372, 0.7306], [0.3288, 1.9690, -0.5432], [0.4009, -0.2859, -1.7365], [1.7616, -0.3430, -0.5880], [0.5674, -1.3839, 1.1300], [-0.2697, -1.9396, -0.4192]], "atomic_forces_ev_per_a": [[0.141, -0.357, -0.395], [-0.261, 0.445, 0.119], [-0.051, 0.352, 0.182], [0.110, 0.088, 0.046], [0.802, 0.108, -0.791], [0.296, 0.133, -0.118], [0.094, -0.014, 0.110], [-0.048, 0.052, 0.463], [-0.180, 0.331, -0.012], [-0.203, -0.268, -0.349], [-0.699, -0.871, 0.747]], "mulliken_charge": [-0.566, 0.466, -0.192, -0.420, -0.357, -0.316, 0.252, 0.270, 0.278, 0.284, 0.302]}

# 3
{"formula": "C3H5NO2", "method": "the ωB97M-V functional and the def2-TZVPD basis", "lumo_ev": 0.5096, "smiles": "[H]/N=C/OCC=O", "e_tot_ev": -8773.422, "e_above_lowest_kcal_mol": 98.54, "e_homo_ev": -9.877, "species": ["H", "N", "C", "O", "C", "C", "O", "H", "H", "H", "H"], "coordinates": [[-1.8134, -0.7373, -1.6239], [-1.1316, -0.2889, -1.0125], [0.0103, -0.8389, -1.2910], [1.0666, -0.5279, -0.5214], [0.8374, 0.5270, 0.4339], [-0.1006, 0.1259, 1.5634], [-0.5118, 0.9276, 2.3644], [-0.2641, -0.4136, -2.3173], [0.4320, 1.4150, -0.0651], [1.8218, 0.7676, 0.8494], [-0.3467, -0.9566, 1.6202]], "atomic_forces_ev_per_a": [[-0.086, 0.623, -0.251], [-1.124, -1.218, 2.466], [-1.138, 2.734, -0.631], [0.006, -0.035, -0.396], [-0.020, -0.016, 0.079], [-0.073, 0.248, 0.232], [0.213, -0.427, -0.415], [2.292, -1.798, -1.171], [0.063, -0.167, 0.114], [-0.171, -0.144, -0.062], [0.038, 0.201, 0.034]], "mulliken_charge": [0.294, -0.543, -0.073, -0.265, -0.224, 0.050, -0.477, 0.335, 0.281, 0.310, 0.312]}

# 4
{"formula": "C3H5NO2", "method": "the ωB97M-V functional and the def2-TZVPD basis", "lumo_ev": 0.2195, "e_tot_ev": -8773.818, "e_above_lowest_kcal_mol": 89.40, "e_homo_ev": -8.712, "species": ["N", "C", "C", "O", "C", "O", "H", "H", "H", "H", "H"], "coordinates": [[-0.5167, 0.6058, 1.6751], [-0.6930, -0.1675, 0.6209], [0.6211, 0.2240, -1.6416], [-0.1536, -0.9845, -1.5971], [0.3494, -0.4602, -0.3702], [1.0681, -1.1368, 0.4863], [0.4499, 0.8405, 1.8599], [-1.1293, 0.5253, 2.4739], [-1.6576, -0.6673, 0.5458], [0.0617, 1.1117, -1.9468], [1.6001, 0.1091, -2.1060]], "atomic_forces_ev_per_a": [[0.134, -0.136, -0.230], [-0.099, 0.092, 0.370], [0.160, 0.244, -0.157], [-0.085, -0.191, -0.144], [-0.225, 0.271, 0.065], [-0.157, -0.311, -0.079], [-0.089, 0.298, 0.034], [0.092, -0.013, -0.145], [0.214, -0.192, 0.030], [0.130, -0.097, 0.091], [-0.075, 0.035, 0.165]], "mulliken_charge": [-0.330, -0.186, -0.464, -0.471, 0.826, -0.697, 0.262, 0.259, 0.335, 0.227, 0.239]}

What did the fourth record say?
{"formula": "C3H5NO2", "method": "the ωB97M-V functional and the def2-TZVPD basis", "lumo_ev": 0.2195, "e_tot_ev": -8773.818, "e_above_lowest_kcal_mol": 89.40, "e_homo_ev": -8.712, "species": ["N", "C", "C", "O", "C", "O", "H", "H", "H", "H", "H"], "coordinates": [[-0.5167, 0.6058, 1.6751], [-0.6930, -0.1675, 0.6209], [0.6211, 0.2240, -1.6416], [-0.1536, -0.9845, -1.5971], [0.3494, -0.4602, -0.3702], [1.0681, -1.1368, 0.4863], [0.4499, 0.8405, 1.8599], [-1.1293, 0.5253, 2.4739], [-1.6576, -0.6673, 0.5458], [0.0617, 1.1117, -1.9468], [1.6001, 0.1091, -2.1060]], "atomic_forces_ev_per_a": [[0.134, -0.136, -0.230], [-0.099, 0.092, 0.370], [0.160, 0.244, -0.157], [-0.085, -0.191, -0.144], [-0.225, 0.271, 0.065], [-0.157, -0.311, -0.079], [-0.089, 0.298, 0.034], [0.092, -0.013, -0.145], [0.214, -0.192, 0.030], [0.130, -0.097, 0.091], [-0.075, 0.035, 0.165]], "mulliken_charge": [-0.330, -0.186, -0.464, -0.471, 0.826, -0.697, 0.262, 0.259, 0.335, 0.227, 0.239]}

> Which formula does entry 3 have?

C3H5NO2